Computed, not measured: a structure of composition C8H34O9 in a non-equilibrium geometry, with ωB97M-V with the def2-TZVPD basis set.

Geometry as XYZ:
```
51
Properties=species:S:1:pos:R:3
C -0.04054 0.80148 -0.03505
O -0.61308 -0.46933 0.26958
H 0.91304 0.82390 0.49246
H 0.17042 0.88290 -1.10134
H -0.77579 1.51445 0.33802
H -1.04311 -0.38258 1.12348
C -2.50180 -1.08872 -1.92485
O -2.34214 -0.05018 -0.98819
H -3.41028 -1.68272 -1.82527
H -2.43442 -0.64173 -2.91669
H -1.64254 -1.74563 -1.78973
H -1.62159 -0.25369 -0.38737
O 1.27686 -1.13314 2.30645
H 0.77371 -0.33355 2.46050
H 1.81877 -1.23030 3.08947
O -1.65668 -0.02688 1.91538
H -2.49120 0.43998 1.95839
H -1.18836 0.24550 2.70451
O 1.51485 -1.19060 0.15375
H 0.69439 -0.71654 0.01834
H 1.56969 -1.30941 1.10196
O 0.25338 0.77061 2.76548
H 0.49538 1.60419 2.36197
H 0.35853 0.91938 3.70518
C 0.73323 -0.78022 -2.82728
C 1.68118 0.37121 -2.42078
O 2.76148 0.58554 -3.32799
H 1.30820 -1.70562 -2.86129
H 0.26371 -0.68248 -3.80611
H -0.07735 -0.89560 -2.10773
H 2.17573 0.16374 -1.47185
H 1.20945 1.34657 -2.30141
H 3.33217 1.27647 -2.98373
C 2.35422 3.09544 -0.18899
C 0.97641 3.42834 -0.68182
O -0.03516 3.71434 0.28848
H 2.40048 2.04109 0.08362
H 2.69837 3.69441 0.65415
H 3.06595 3.21991 -1.00510
H 0.61043 2.63749 -1.33659
H 1.07148 4.29781 -1.33227
H -0.71998 4.22204 -0.15296
C -1.46755 -3.91016 1.22633
C -1.41639 -2.39067 1.20213
O -2.51556 -1.83668 1.85940
H -1.38823 -4.21539 2.26971
H -0.58877 -4.23390 0.66863
H -2.39725 -4.29127 0.80383
H -1.23092 -1.96020 0.21806
H -0.54211 -2.03862 1.74967
H -2.34088 -0.90116 1.98543
```

Orbital gap, eV: 7.55
M, g mol⁻¹: 274.351
E, eV: -27261.166
E_LUMO, eV: -0.960
F_max, eV/A: 13.50

***

Computed, not measured: a structure of composition C40H85FI2N17O27S2 in a non-equilibrium geometry, with ωB97M-V with the def2-TZVPD basis set.

Geometry as XYZ:
```
174
Properties=species:S:1:pos:R:3
C -4.60571 -7.33814 -1.29112
C -3.70695 -6.56295 -2.27746
C -4.44891 -5.43010 -3.00163
C -3.46147 -4.47461 -3.71459
C -3.47908 -3.00698 -3.24470
C -2.09362 -2.48723 -2.81537
C -2.00691 -0.97415 -2.97932
C -0.73048 -0.31992 -2.43376
C -0.44918 -0.54871 -0.94664
C -1.26248 0.44347 -0.09758
C -0.66854 0.73747 1.28588
C -1.73926 0.90223 2.35849
C -2.55798 -0.38605 2.54557
C -4.07361 -0.16090 2.65911
C -4.65873 0.46776 1.38412
C -5.05424 -0.59004 0.31564
C -6.50916 -0.49737 -0.14790
C -7.11266 -1.87356 -0.65862
C -8.05787 -2.59910 0.28606
C -7.43148 -3.73125 1.08090
S -6.68231 -3.24222 2.64967
C -4.99516 -3.43088 2.27710
N -4.51705 -3.73098 1.09273
N -3.13015 -3.72107 1.23375
C -2.88936 -3.42710 2.47551
O -4.03601 -3.22546 3.19699
N -7.78189 -1.43165 -1.89416
C -8.48523 -2.34229 -2.74586
I -10.54541 -1.90664 -2.80497
C -7.96823 -3.35402 -3.47776
C -8.77838 -4.25444 -4.36755
I -5.90318 -3.74066 -3.45111
C -7.03697 -0.43046 -2.43012
N -6.79624 -0.23511 -3.70182
C -6.00008 0.86191 -4.29843
C -4.58918 1.01501 -3.70769
N -6.54514 0.37315 -1.38969
S -7.21675 1.90145 -1.19683
O -7.95612 1.94040 0.02291
O -6.22563 2.89078 -1.49080
F -8.21386 1.86712 -2.39639
H -4.35971 -7.09205 -0.25270
H -5.66049 -7.07982 -1.42314
H -4.48007 -8.42165 -1.37596
H -2.91829 -6.08019 -1.68767
H -3.25485 -7.24299 -2.98420
H -5.06788 -5.90649 -3.76953
H -5.08123 -4.88603 -2.28430
H -3.70397 -4.47858 -4.78165
H -2.44426 -4.86481 -3.62934
H -3.88175 -2.38122 -4.04783
H -4.17571 -2.88845 -2.39930
H -1.33088 -2.95791 -3.44486
H -1.93822 -2.79983 -1.77714
H -2.04059 -0.77482 -4.05626
H -2.86714 -0.52252 -2.47185
H 0.10040 -0.63830 -3.07505
H -0.83949 0.76282 -2.56094
H 0.61114 -0.37076 -0.74922
H -0.67435 -1.56900 -0.62415
H -1.37583 1.37624 -0.65820
H -2.26528 0.00430 0.00632
H -0.04672 1.63760 1.21518
H 0.01045 -0.07134 1.57980
H -2.35587 1.76104 2.07733
H -1.24630 1.12456 3.31090
H -2.19960 -0.86715 3.46221
H -2.38962 -1.11117 1.73783
H -4.60287 -1.08427 2.92049
H -4.24989 0.52512 3.49834
H -5.54144 1.05932 1.65861
H -3.96547 1.18206 0.93778
H -4.45388 -0.36635 -0.57243
H -4.78835 -1.60938 0.61637
H -7.17660 -0.14522 0.63896
H -6.20303 -2.47450 -0.77255
H -8.84622 -3.05075 -0.32932
H -8.57691 -1.89307 0.94488
H -8.23166 -4.41010 1.38837
H -6.72926 -4.32429 0.49050
H -1.91328 -3.31833 2.92869
H -9.08435 -3.68160 -5.25181
H -8.19611 -5.10342 -4.72232
H -9.67802 -4.61610 -3.86627
H -7.21351 -0.91945 -4.32517
H -6.58267 1.78495 -4.28302
H -5.89362 0.59706 -5.35305
H -3.81201 0.89786 -4.46138
H -4.50934 1.99894 -3.24079
H -4.43594 0.28042 -2.91725
C 3.61068 0.99494 2.55470
N 2.75327 -0.18014 2.25167
O 2.47869 -0.37510 1.08430
O 2.39083 -0.86915 3.18587
H 3.83626 1.48749 1.62295
H 3.05068 1.64636 3.22212
H 4.50946 0.63014 3.03679
C 7.72078 2.60733 0.73217
N 6.69644 1.76068 1.40171
O 5.88332 1.17912 0.70826
O 6.72445 1.69992 2.61507
H 7.55688 2.55461 -0.33816
H 7.59814 3.61927 1.10699
H 8.69415 2.21186 1.00649
C -3.48595 -3.19981 -8.61237
N -3.01416 -2.88586 -7.23700
O -1.85996 -3.13259 -6.95736
O -3.82469 -2.39603 -6.47205
H -2.65776 -3.62583 -9.16609
H -4.30609 -3.90559 -8.51984
H -3.82492 -2.26875 -9.05531
C 6.62162 2.37924 6.81609
N 6.47316 3.36424 5.70993
O 5.39971 3.41484 5.13879
O 7.43513 4.05552 5.44244
H 5.68861 1.84793 6.92944
H 7.42650 1.70529 6.54367
H 6.86895 2.93659 7.71502
C -5.38480 1.26181 -8.54691
N -3.91225 1.08008 -8.42236
O -3.35013 1.65773 -7.51370
O -3.38019 0.35969 -9.24063
H -5.71075 1.92654 -7.75509
H -5.59089 1.68699 -9.52432
H -5.83941 0.27910 -8.45608
C 6.77804 7.22251 4.24010
N 7.76989 8.20383 3.72355
O 8.91604 7.82549 3.57027
O 7.36782 9.32429 3.48487
H 7.27663 6.27494 4.40732
H 6.38089 7.61838 5.17034
H 5.99677 7.12636 3.49172
C 4.97211 -1.58276 5.70455
N 5.27938 -1.26405 7.12551
O 4.62895 -1.81017 7.98888
O 6.17353 -0.45868 7.32080
H 4.16637 -2.30623 5.67644
H 4.67862 -0.65329 5.22510
H 5.87770 -1.98106 5.25667
C 12.25889 7.62361 2.95474
N 13.19402 6.46915 2.85645
O 14.38883 6.69775 2.88400
O 12.69799 5.36598 2.75354
H 12.84323 8.53219 3.03807
H 11.65055 7.62655 2.05596
H 11.63896 7.47040 3.83250
C 4.15206 -0.31649 -2.12923
N 5.14263 0.73587 -2.48796
O 6.31378 0.42033 -2.54889
O 4.70538 1.85187 -2.68998
H 4.68230 -1.24857 -1.97387
H 3.65953 0.00997 -1.21699
H 3.44379 -0.39848 -2.94838
C 4.22461 10.04721 7.49868
N 5.16234 8.89324 7.40718
O 6.35235 9.13021 7.42902
O 4.66650 7.78683 7.31246
H 4.81053 10.95522 7.57513
H 3.61718 10.04251 6.59880
H 3.61002 9.89611 8.38091
C 17.29484 6.33173 4.52110
N 18.28041 6.93935 5.45792
O 18.98982 6.19185 6.10128
O 18.30507 8.15276 5.51411
H 17.38706 5.25381 4.57859
H 16.30650 6.65888 4.82661
H 17.52478 6.69465 3.52441
C -2.19944 -10.77371 -2.41133
N -2.36388 -9.60294 -3.31776
O -3.39830 -9.52172 -3.94987
O -1.44700 -8.80954 -3.35925
H -3.09125 -11.38509 -2.48115
H -1.32003 -11.31839 -2.74110
H -2.06146 -10.38823 -1.40547
```

Orbital gap, eV: 7.56
M, g mol⁻¹: 1573.152
Charge: +1
E, eV: -164016.762
E_LUMO, eV: -2.776
F_max, eV/A: 11.02

***

Computed, not measured: a structure of composition C5H13NO in a non-equilibrium geometry, with ωB97M-V with the def2-TZVPD basis set.

Geometry as XYZ:
```
20
Properties=species:S:1:pos:R:3
C 2.21732 0.36567 1.43623
N 1.04621 -0.01550 2.19368
O -0.20304 -0.48501 1.06017
H -0.61994 0.26605 1.52400
H 1.21423 -0.92162 2.63069
H 2.56793 -0.40680 0.73894
H 3.03337 0.59842 2.13020
H 2.00241 1.27258 0.86704
C 0.11491 -0.76436 -1.62835
C -1.08794 1.31670 -0.84727
C -0.96861 -0.18695 -0.75320
C -2.09291 -0.93344 -0.49781
H 1.07725 -0.32446 -1.36527
H -0.08095 -0.54299 -2.67872
H 0.17418 -1.84386 -1.50779
H -1.28151 1.62096 -1.87649
H -1.89411 1.69176 -0.21864
H -0.15673 1.78757 -0.52958
H -2.09306 -2.00359 -0.63012
H -2.96902 -0.49111 -0.04770
```

Orbital gap, eV: 8.78
M, g mol⁻¹: 103.165
E, eV: -8929.136
E_LUMO, eV: 0.905
F_max, eV/A: 5.12

***

Computed, not measured: a cluster of 4 separate species, C8H24O4 in total in a non-equilibrium geometry, with ωB97M-V with the def2-TZVPD basis set.

Geometry as XYZ:
```
36
Properties=species:S:1:pos:R:3
C -4.68237 0.83936 -0.63469
C -3.17273 0.67166 -0.51980
O -2.92127 -0.54875 0.17168
H -5.03773 1.66102 -1.25810
H -5.14744 0.98117 0.33802
H -4.99239 -0.08058 -1.13991
H -2.75301 1.44291 0.14247
H -2.70103 0.69984 -1.50683
H -1.99330 -0.52751 0.47696
C -1.03431 -3.96953 1.38407
C -0.87229 -3.82253 2.89496
O -0.06022 -2.66469 3.16376
H -0.03151 -3.85459 0.97996
H -1.68483 -3.23593 0.89708
H -1.57451 -4.89299 1.17014
H -0.31684 -4.70171 3.24815
H -1.79088 -3.84601 3.48900
H 0.32637 -2.82025 4.03021
C 3.38616 3.77308 -1.67431
C 3.72878 2.85138 -2.83435
O 3.14341 3.39414 -3.99291
H 3.71012 3.40460 -0.70340
H 2.33791 4.07200 -1.64621
H 3.87214 4.74103 -1.84523
H 3.33009 1.85141 -2.60406
H 4.81217 2.70565 -2.92262
H 3.23606 2.80812 -4.74762
C 1.32968 0.57886 -0.05962
C 1.03919 -0.48467 0.98036
O -0.36178 -0.58104 1.21313
H 1.07652 1.58708 0.26351
H 0.86103 0.43973 -1.03414
H 2.40957 0.53609 -0.22986
H 1.54242 -0.19940 1.91462
H 1.47626 -1.46964 0.78662
H -0.48942 -1.33934 1.80896
```

Orbital gap, eV: 10.04
M, g mol⁻¹: 184.276
E, eV: -16873.945
SMILES: CCO.CCO.CCO.CCO
E_LUMO, eV: 0.577
F_max, eV/A: 1.30

***

Computed, not measured: a cluster of 9 separate species, BF4H16O8 in total in a non-equilibrium geometry, with ωB97M-V with the def2-TZVPD basis set.

Geometry as XYZ:
```
29
Properties=species:S:1:pos:R:3
B -0.53006 0.17240 0.26294
F 0.03704 0.43421 1.50944
F 0.28082 -0.50588 -0.53974
F -1.67598 -0.50357 0.38714
F -0.93754 1.41668 -0.24577
O 0.72746 -0.80578 -3.03470
H 1.14302 -0.03030 -3.41177
H 0.60362 -0.58660 -2.11120
O 2.39142 1.83780 1.38611
H 2.09170 2.68503 1.71566
H 1.65352 1.50409 0.87585
O -1.83329 -2.81896 -1.33294
H -0.94833 -2.70298 -1.67880
H -1.86198 -2.26161 -0.55527
O 2.82704 -1.80834 2.45100
H 2.95685 -1.16352 3.14641
H 1.94646 -1.63080 2.12041
O -2.17569 4.16981 0.83924
H -1.62942 3.43837 0.55147
H -2.63913 4.44849 0.04943
O -2.87268 1.16101 -3.10837
H -3.36327 0.70371 -3.79132
H -2.69526 0.48943 -2.44978
O 2.79198 -1.97512 -1.14769
H 2.24729 -1.19562 -1.03846
H 3.68225 -1.67291 -0.96793
O -1.02880 -1.06420 3.59992
H -1.08448 -0.77052 2.69059
H -0.10460 -0.96434 3.82820
```

Orbital gap, eV: 10.90
M, g mol⁻¹: 230.924
Charge: -1
E, eV: -28195.457
E_LUMO, eV: 2.871
F_max, eV/A: 3.37

***

Computed, not measured: a cluster of 2 separate species, C4H6IO5 in total in a non-equilibrium geometry, with ωB97M-V with the def2-TZVPD basis set.

Geometry as XYZ:
```
16
Properties=species:S:1:pos:R:3
C 1.44410 -1.89050 0.65759
C -0.83891 0.39998 0.86271
C 0.67209 0.59877 0.65800
C 1.62139 -0.30591 0.57906
O 2.40562 -2.45579 0.06969
O 0.47896 -2.40910 1.22068
O -1.20897 -0.81836 0.20284
O 0.95533 1.98640 0.60518
O 0.16546 -0.32005 -2.60373
I 3.63015 0.29982 0.42782
H -0.90093 0.17624 2.00906
H -1.33054 1.22029 0.37072
H 0.18837 -0.30702 -1.64552
H -0.72827 -1.51405 0.66784
H 1.91949 2.19289 0.62555
H 0.71584 -0.97290 -2.81724
```

Orbital gap, eV: 7.85
M, g mol⁻¹: 260.991
Charge: -1
E, eV: -22584.420
E_LUMO, eV: 2.697
F_max, eV/A: 5.66